1.
The following is a quantum chemistry calculation of a cluster of 2 separate species, C2H5N3O in total, from the Open Molecules 2025 dataset.

Its charge is 0. The calculation puts the molar mass at 87.08 g/mol. For the energy above the lowest of the compared OMol25 structures with the same formula, charge and spin, the calculation gives 6.898 eV. The calculation puts the largest force on an atom at 6.02 eV Å⁻¹. The total energy is -8666.7442 eV. The calculation puts the LUMO energy at -0.03 eV.

Each line ends with the Löwdin charge.
Positions of all 11 atoms, in Å:
H (0.18, 2.25, 0.05)  0.1484
H (0.03, -2.14, -0.33)  0.3383
H (0.45, 0.35, -2.40)  0.0410
N (0.00, 0.12, 0.13)  -0.2368
H (0.27, -1.80, 2.57)  0.0594
C (0.08, 1.33, -0.70)  -0.1527
H (0.38, 0.55, 2.29)  0.1532
N (0.37, 1.29, -2.01)  0.0778
C (0.13, -0.13, 1.41)  -0.2964
N (0.02, -1.39, 1.65)  0.0333
O (-0.66, -0.83, -0.61)  -0.1653

2.
The following is a quantum chemistry calculation of a cluster of 2 separate species, C2H5N3O2 in total, from the Open Molecules 2025 dataset.

Its charge is 0. The calculation puts the molar mass at 103.08 g/mol. For the energy above the lowest of the compared OMol25 structures with the same formula, charge and spin, the calculation gives 9.969 eV. The calculation puts the largest force on an atom at 4.22 eV Å⁻¹. The total energy is -10711.8417 eV. The calculation puts the LUMO energy (spin up / spin down) at -1.22 / -0.32 eV.

Each line ends with the Löwdin charge.
Positions of all 12 atoms, in Å:
C (0.23, -1.06, -1.21)  -0.1906
N (1.60, 1.92, 0.96)  0.0153
H (-0.99, -1.91, 0.41)  0.0937
H (0.13, -2.08, -1.60)  0.1028
N (0.83, 1.62, 0.13)  -0.1625
C (-0.60, -1.00, 0.06)  -0.2288
H (-1.10, -0.13, 0.24)  0.0566
N (0.75, -0.98, 0.09)  0.0645
O (1.72, 3.32, 1.24)  -0.0600
O (-0.08, 1.91, -0.61)  0.0763
H (0.28, -0.26, -1.93)  0.0889
H (2.70, 3.53, 1.52)  0.1437

Among the records above, which one has the lowest molar mass?
C2H5N3O

Look up the molar mass of the first one.
87.08 g/mol

The lowest molar mass belongs to which entry?
C2H5N3O

The highest molar mass belongs to which entry?
C2H5N3O2